{"formula": "C56H84O42", "method": "the ωB97M-V functional and the def2-TZVPD basis", "symbols": ["C", "C", "C", "O", "C", "O", "O", "H", "H", "H", "H", "H", "H", "C", "C", "C", "O", "C", "O", "O", "H", "H", "H", "H", "H", "H", "C", "C", "C", "O", "C", "O", "O", "H", "H", "H", "H", "H", "H", "C", "C", "C", "O", "C", "O", "O", "H", "H", "H", "H", "H", "H", "C", "C", "C", "O", "C", "O", "O", "H", "H", "H", "H", "H", "H", "C", "C", "C", "O", "C", "O", "O", "H", "H", "H", "H", "H", "H", "C", "C", "C", "O", "C", "O", "O", "H", "H", "H", "H", "H", "H", "C", "C", "C", "O", "C", "O", "O", "H", "H", "H", "H", "H", "H", "C", "C", "C", "O", "C", "O", "O", "H", "H", "H", "H", "H", "H", "C", "C", "C", "O", "C", "O", "O", "H", "H", "H", "H", "H", "H", "C", "C", "C", "O", "C", "O", "O", "H", "H", "H", "H", "H", "H", "C", "C", "C", "O", "C", "O", "O", "H", "H", "H", "H", "H", "H", "C", "C", "C", "O", "C", "O", "O", "H", "H", "H", "H", "H", "H", "C", "C", "C", "O", "C", "O", "O", "H", "H", "H", "H", "H", "H"], "coordinates": [[-0.552, -4.883, -0.418], [-1.653, -5.272, -1.438], [-2.467, -4.069, -2.088], [-2.250, -4.264, -3.439], [-1.346, -5.234, -3.677], [-0.984, -5.572, -4.834], [-1.072, -5.858, -2.577], [-1.057, -4.275, 0.333], [0.208, -4.248, -0.874], [-0.015, -5.713, 0.040], [-2.398, -5.952, -1.023], [-2.051, -3.111, -1.774], [-3.518, -4.016, -1.805], [-4.745, -0.524, -0.695], [-5.612, -1.498, 0.094], [-5.801, -1.103, 1.614], [-7.157, -1.051, 1.747], [-7.810, -1.330, 0.625], [-8.997, -1.471, 0.524], [-6.913, -1.461, -0.404], [-5.158, 0.485, -0.705], [-4.642, -0.880, -1.720], [-3.730, -0.410, -0.315], [-5.227, -2.510, -0.034], [-5.370, -0.121, 1.810], [-5.296, -1.776, 2.307], [3.416, -6.101, -1.404], [3.407, -5.910, -2.899], [2.536, -4.786, -3.400], [3.371, -3.912, -4.177], [4.627, -4.331, -4.044], [5.521, -3.791, -4.633], [4.655, -5.371, -3.193], [4.304, -6.664, -1.116], [2.558, -6.654, -1.025], [3.393, -5.161, -0.853], [3.358, -6.800, -3.526], [2.145, -4.135, -2.618], [1.690, -5.217, -3.936], [1.979, -5.031, 2.305], [2.256, -3.496, 2.118], [3.625, -3.023, 2.385], [4.113, -2.658, 1.170], [3.203, -2.737, 0.216], [3.390, -2.552, -1.005], [2.033, -3.140, 0.768], [2.235, -5.382, 3.305], [2.625, -5.602, 1.638], [0.925, -5.300, 2.241], [1.601, -2.986, 2.823], [4.246, -3.767, 2.883], [3.630, -2.186, 3.083], [6.473, 2.586, -0.991], [5.524, 2.583, 0.217], [4.350, 1.656, -0.001], [4.397, 0.635, 1.005], [5.453, 0.878, 1.768], [5.828, 0.219, 2.789], [6.106, 1.999, 1.363], [6.720, 1.556, -1.250], [7.417, 3.068, -0.739], [6.037, 3.022, -1.890], [4.976, 3.510, 0.385], [4.415, 1.119, -0.947], [3.394, 2.179, 0.039], [0.505, 6.202, -1.922], [1.104, 4.858, -2.265], [1.441, 3.895, -1.166], [0.810, 2.725, -1.584], [0.031, 2.946, -2.675], [-0.739, 2.136, -3.132], [0.223, 4.181, -3.074], [1.000, 6.694, -1.085], [-0.564, 6.076, -1.752], [0.697, 6.855, -2.773], [1.980, 4.991, -2.900], [1.084, 4.296, -0.218], [2.520, 3.817, -1.035], [3.878, 4.135, 4.901], [2.498, 3.619, 4.394], [2.434, 3.254, 2.910], [1.909, 1.984, 2.782], [2.042, 1.378, 3.966], [1.751, 0.178, 4.094], [2.433, 2.259, 4.888], [4.696, 3.516, 4.532], [3.893, 4.228, 5.986], [4.037, 5.159, 4.563], [1.598, 4.176, 4.654], [3.455, 3.232, 2.531], [1.868, 3.973, 2.318], [2.839, -1.210, -5.113], [3.700, -0.586, -4.031], [5.065, -0.105, -4.501], [4.902, 1.288, -4.307], [3.790, 1.656, -3.737], [3.470, 2.817, -3.531], [2.953, 0.589, -3.678], [2.569, -0.512, -5.905], [1.927, -1.631, -4.691], [3.487, -1.963, -5.561], [3.768, -1.225, -3.151], [5.254, -0.412, -5.529], [5.851, -0.476, -3.843], [-0.509, 7.579, 1.222], [-0.761, 6.673, 2.403], [-2.169, 6.426, 2.888], [-2.236, 4.989, 2.958], [-1.222, 4.444, 2.250], [-1.060, 3.240, 2.031], [-0.328, 5.423, 1.912], [-0.784, 8.624, 1.368], [-1.202, 7.206, 0.468], [0.533, 7.520, 0.907], [-0.183, 7.066, 3.239], [-2.932, 6.787, 2.199], [-2.349, 6.964, 3.820], [-3.237, 2.990, -0.418], [-3.190, 3.958, -1.579], [-4.466, 4.190, -2.365], [-4.797, 5.560, -2.135], [-3.780, 6.117, -1.435], [-3.621, 7.324, -1.163], [-2.934, 5.202, -0.993], [-2.248, 2.711, -0.054], [-3.603, 1.991, -0.655], [-3.691, 3.459, 0.455], [-2.369, 3.830, -2.284], [-5.200, 3.473, -1.998], [-4.254, 4.028, -3.422], [-0.642, -0.293, -6.012], [-1.598, -1.148, -5.115], [-2.411, -0.453, -4.097], [-3.743, -0.882, -4.474], [-3.752, -1.737, -5.538], [-4.750, -2.300, -6.034], [-2.462, -1.951, -5.908], [-1.158, 0.520, -6.523], [0.011, -0.848, -6.685], [0.067, 0.197, -5.344], [-0.875, -1.804, -4.630], [-2.315, 0.628, -4.201], [-2.024, -0.698, -3.108], [-2.134, -4.440, 3.294], [-1.823, -5.645, 4.266], [-2.794, -6.778, 4.353], [-2.264, -7.743, 3.472], [-0.954, -7.533, 3.266], [-0.183, -8.246, 2.608], [-0.643, -6.320, 3.817], [-2.930, -3.840, 3.734], [-2.448, -4.644, 2.270], [-1.196, -3.888, 3.225], [-1.499, -5.323, 5.256], [-3.745, -6.452, 3.931], [-2.883, -7.169, 5.367], [-0.932, -0.399, 1.649], [-0.369, 0.116, 0.302], [1.136, 0.153, 0.243], [1.342, -0.392, -0.971], [0.332, -1.193, -1.359], [0.350, -1.945, -2.333], [-0.739, -0.937, -0.636], [-0.803, 0.303, 2.473], [-0.548, -1.381, 1.923], [-2.009, -0.502, 1.516], [-0.815, 1.045, -0.051], [1.553, -0.519, 0.992], [1.584, 1.144, 0.316], [-4.060, 3.007, 5.614], [-3.205, 2.197, 4.655], [-1.752, 1.908, 5.094], [-1.700, 0.512, 5.034], [-2.836, -0.041, 4.686], [-3.104, -1.189, 4.570], [-3.719, 0.913, 4.413], [-3.981, 2.722, 6.663], [-5.105, 3.049, 5.307], [-3.555, 3.965, 5.491], [-3.205, 2.669, 3.673], [-1.502, 2.257, 6.096], [-1.098, 2.355, 4.345]], "atomic_forces_ev_per_a": [[-0.806, 0.291, -0.683], [-0.435, 1.264, 0.749], [1.178, -0.038, 2.008], [-0.076, 0.521, -1.654], [-0.413, -0.792, -5.361], [-0.847, 1.449, 4.405], [1.407, -1.562, 0.835], [0.173, -0.050, 0.333], [-0.157, 0.102, -0.249], [-0.429, -0.216, -0.028], [0.350, -0.359, 0.117], [0.314, 0.107, -0.091], [-0.133, -0.557, -0.399], [0.166, -0.113, -0.202], [1.391, 0.812, 0.849], [2.416, 0.114, -1.490], [-1.839, -0.029, 1.499], [-1.000, -0.589, -1.192], [1.264, 0.377, 0.074], [-1.511, -0.080, 0.130], [-0.366, -0.117, 0.005], [-0.116, 0.121, -0.121], [0.068, -0.358, 0.319], [0.031, -0.110, 0.173], [-0.038, 0.201, -0.064], [-0.420, -0.301, 0.031], [-0.591, -0.838, 0.626], [0.089, 0.848, 0.281], [-1.893, 0.505, 0.398], [-0.946, -1.017, -0.157], [-0.241, 0.414, -0.370], [0.337, -0.563, 0.706], [3.575, 0.629, -0.788], [0.025, 0.038, -0.016], [-0.156, -0.197, -0.254], [0.250, 0.172, -0.422], [-0.569, -0.323, 0.438], [-0.061, -0.279, 0.289], [0.063, 0.524, -0.591], [0.621, 0.773, 0.144], [-1.990, -2.346, 1.490], [0.587, -0.133, 2.883], [2.024, 0.858, -2.322], [0.088, -0.032, -3.504], [-0.602, -0.418, 4.132], [-0.322, 0.557, -1.009], [0.247, 0.410, 0.234], [-0.283, -0.097, -0.289], [0.135, 0.189, -0.578], [-0.500, 0.334, -0.551], [0.196, -0.273, -0.421], [0.002, 0.374, -0.244], [0.172, -0.121, 0.697], [-0.951, -0.753, -1.357], [-0.989, -1.246, -1.329], [0.132, 0.307, 0.255], [2.072, -1.947, 4.483], [-1.844, 2.640, -4.501], [0.547, 0.085, 0.863], [-0.036, -0.157, 0.120], [-0.109, 0.226, -0.087], [-0.163, 0.247, 0.210], [1.223, 0.735, 0.583], [-0.175, 0.128, -0.162], [-0.003, -0.242, 0.155], [0.390, 0.135, -0.232], [2.034, 1.781, -0.399], [0.367, 1.237, 0.689], [-0.358, -1.492, 0.471], [-0.268, -1.250, 0.476], [0.861, 0.830, 0.389], [-2.093, -0.577, -1.830], [-0.081, -0.288, 0.160], [0.032, 0.267, 0.184], [-0.458, 0.084, -0.042], [0.280, 0.204, 0.185], [-0.622, -0.503, 0.286], [0.013, -0.562, -0.422], [-1.307, 0.880, -0.373], [1.347, -1.505, -0.511], [1.280, 2.419, -1.065], [-0.527, -0.487, -0.101], [-1.550, -3.663, 0.078], [1.200, 3.570, 0.265], [-0.500, -0.831, 1.358], [-0.214, -0.133, 0.104], [-0.055, -0.449, -0.014], [0.034, 0.063, -0.301], [0.207, 0.043, 0.629], [0.242, 0.093, -0.211], [-0.156, -0.137, -0.007], [0.867, -0.629, -0.166], [-1.671, -1.017, -0.563], [-0.905, -0.578, 0.905], [2.785, 1.272, -0.622], [-2.659, 0.565, -1.085], [0.541, -1.496, 0.537], [0.930, 1.601, 1.442], [0.148, 0.349, 0.172], [0.176, -0.162, -0.064], [-0.537, -0.397, -0.142], [-0.093, -0.037, -0.036], [0.121, 0.589, -0.041], [0.123, 0.118, -0.193], [-1.287, 0.424, -0.188], [0.703, 1.686, -0.307], [-0.412, 0.586, -0.750], [-0.060, -0.300, -0.004], [1.083, -1.663, 0.167], [-0.548, 3.288, 0.495], [-0.261, -2.229, 0.490], [0.109, 0.011, 0.324], [0.339, 0.134, -0.561], [-0.176, -0.064, 0.049], [0.542, -0.760, 0.231], [0.002, -0.216, -0.279], [-0.031, -0.796, 0.341], [0.901, -1.015, 0.004], [0.738, -0.766, 0.026], [0.169, -0.888, -0.146], [0.529, 0.355, 0.311], [-0.002, 4.074, 0.999], [-0.956, -3.627, -1.037], [0.634, 1.337, 0.493], [0.396, 0.526, -0.199], [-0.724, 0.317, -0.133], [-0.598, -0.186, -0.214], [-0.005, -0.729, 0.172], [-0.577, 0.533, -0.220], [-0.427, 0.101, -0.013], [-0.563, 0.456, 0.912], [3.694, -0.705, -1.848], [-0.433, 0.744, -0.899], [-0.898, 0.064, 0.715], [-1.454, -2.036, -0.877], [3.554, 2.462, 1.915], [-1.358, 0.210, -0.161], [-0.140, -0.156, -0.266], [-0.579, -0.372, -0.116], [-0.047, 0.125, 0.321], [-0.366, -0.499, 0.160], [-0.404, 0.037, -0.019], [-0.956, -0.412, 0.288], [0.234, -0.745, 1.212], [0.925, 1.069, -0.683], [-0.972, 0.532, -0.310], [0.231, -1.287, -0.383], [1.852, -0.622, -1.860], [-2.471, 2.243, 2.339], [0.982, -1.082, -0.815], [0.250, 0.273, 0.139], [0.052, -0.801, 0.101], [-0.193, 0.346, 0.111], [-0.582, 0.655, -0.069], [-0.230, -0.326, 0.379], [-0.135, -0.160, -0.132], [-0.579, 0.947, -0.539], [-1.345, -0.600, 2.194], [-0.735, 0.315, 1.922], [1.576, -1.714, -3.596], [0.488, -0.772, -3.019], [0.154, 1.396, 2.214], [0.003, 0.360, 0.453], [0.343, 0.008, -0.069], [0.283, 0.127, -0.142], [-0.148, -0.110, 0.078], [-0.096, -0.063, 0.102], [0.190, 0.239, 0.423], [-0.261, -0.165, -0.016], [0.898, 0.129, -0.410], [-0.266, 0.370, -0.050], [-0.749, 0.939, -0.464], [2.138, -1.048, 0.740], [-1.119, 0.386, -0.556], [0.494, -1.093, 0.108], [-1.386, -0.235, -0.064], [0.022, -0.279, -0.099], [0.164, 0.103, -0.049], [-0.570, 0.588, 0.383], [0.053, 0.323, 0.132], [-0.053, -0.076, 0.007], [0.372, -0.231, 0.177]], "mulliken_charge": [-0.213, 0.098, 0.784, -0.267, 0.575, -0.638, -0.376, -0.207, -0.403, 0.595, 0.491, -0.637, 0.139, -1.015, 0.763, 0.015, -0.402, 0.555, -0.557, -0.416, 0.418, 0.312, -0.120, 0.186, 0.050, 0.088, -1.048, 0.384, 0.595, -0.149, 0.607, -0.608, -0.419, 0.477, 0.378, -0.066, 0.372, -0.505, 0.090, -1.378, 1.125, -0.775, -0.316, -0.834, -0.521, 1.050, 0.456, 0.337, -0.069, -0.010, 0.341, 0.302, -1.448, 0.671, 1.038, 0.351, 0.074, -0.644, -0.415, 0.390, 0.381, 0.341, 0.260, -0.169, -0.985, -1.144, 0.370, 0.730, 1.101, -0.551, -0.409, -0.343, 0.184, 0.096, 0.486, 0.320, -0.487, -0.161, -1.496, 0.257, 0.190, 1.080, -0.117, -0.598, -0.416, 0.357, 0.403, 0.383, 0.311, -0.009, -0.310, -1.731, 1.952, -0.475, -0.409, 0.210, -0.615, 0.372, 0.521, -0.084, 0.502, -0.710, 0.338, 0.314, -1.151, 0.247, -0.513, -0.321, -0.174, 0.507, -0.233, 0.491, 0.130, 0.253, 0.235, 0.301, 0.370, 0.101, 0.778, -0.371, -0.356, 0.356, -0.628, 0.205, -0.752, -0.281, 0.580, -0.258, 0.289, 0.345, -1.641, 1.345, 0.986, -0.459, 0.550, -0.623, -0.412, 0.381, 0.427, 0.215, -0.381, 0.165, -0.560, -0.734, 0.188, -0.453, -0.354, 0.701, -0.582, -0.271, 0.504, 0.200, -0.026, 0.297, 0.331, 0.269, -1.110, 1.410, 1.168, 1.040, -0.787, -0.080, 0.191, -0.079, -0.054, 0.343, -0.647, -0.219, -1.300, -1.620, 1.340, 0.544, -0.339, 0.518, -0.540, -0.407, 0.372, 0.353, 0.374, -0.455, 0.362, -0.478], "multiplicity": 1, "relative_energy_kj_mol": 475.6, "homo_lumo_gap_ev": 9.55, "charge": 0, "total_energy_ha": -5344.4721}

***

{"formula": "C2HCl4N3P", "method": "the ωB97M-V functional and the def2-TZVPD basis", "symbols": ["Cl", "C", "N", "P", "Cl", "Cl", "N", "C", "Cl", "N", "H"], "coordinates": [[0.452, -2.950, 0.158], [0.039, -1.366, 0.055], [-0.811, -0.896, -0.757], [-1.121, 0.714, -0.877], [-2.437, 1.240, 0.470], [-1.965, 0.787, -2.641], [0.248, 1.601, -0.763], [1.129, 0.701, 0.551], [2.393, 1.455, 1.195], [0.770, -0.518, 0.892], [1.304, -0.770, 1.716]], "atomic_forces_ev_per_a": [[0.265, -1.438, 0.207], [-1.326, 1.440, -0.757], [0.223, -1.018, 0.725], [1.341, 0.292, -0.447], [-0.567, -0.071, 0.247], [0.002, 0.572, 0.076], [2.381, -3.122, 3.861], [-4.415, 2.662, -5.525], [0.668, 0.668, 0.541], [1.555, 1.378, 1.067], [-0.126, -1.363, 0.005]], "mulliken_charge": [-0.054, 0.489, -0.342, 0.903, -0.105, -0.094, -0.434, 0.506, 0.002, -0.156, 0.285], "multiplicity": 1, "relative_energy_kj_mol": 196.6, "homo_lumo_gap_ev": [8.75, 8.75], "charge": 1, "smiles": "ClC1=NP(Cl)(Cl)=NC(Cl)=[NH+]1", "total_energy_ha": -2422.9114}

***

{"formula": "C5H6ClN", "method": "the ωB97M-V functional and the def2-TZVPD basis", "symbols": ["Cl", "C", "C", "C", "C", "N", "C", "H", "H", "H", "H", "H", "H"], "coordinates": [[-2.008, -0.881, 1.233], [-0.298, -0.726, 0.926], [0.036, -1.270, -0.411], [-0.074, -0.201, -1.314], [-0.019, 1.089, -0.699], [1.240, 1.134, 0.172], [-0.077, 0.817, 0.748], [0.255, -1.109, 1.826], [0.043, -2.303, -0.554], [0.046, -0.373, -2.424], [-0.271, 2.034, -1.016], [1.822, 0.250, 0.208], [-0.695, 1.540, 1.305]], "atomic_forces_ev_per_a": [[-1.384, -0.609, 0.508], [1.186, 1.914, 1.255], [-1.387, 3.893, -1.591], [0.967, -4.502, -1.648], [2.318, -2.166, 2.026], [-0.427, 0.472, 1.243], [0.129, -0.528, 0.262], [-0.469, 0.194, -0.979], [0.262, -1.323, -0.718], [-0.354, 0.305, 1.341], [-0.602, 1.606, -1.314], [-1.177, 1.273, -0.801], [0.939, -0.529, 0.416]], "mulliken_charge": [-0.207, 0.253, -0.866, -0.449, -0.135, -0.686, -0.373, 0.363, 0.448, 0.331, 0.565, 0.356, 0.401], "multiplicity": 1, "relative_energy_kj_mol": 226.5, "homo_lumo_gap_ev": 9.53, "charge": 0, "smiles": "Cl[C@H]1C=C[C@@H]2N[C@@H]21", "total_energy_ha": -708.9779}